[1]
# C22H23N3O4

An isolated molecule of C22H23N3O4 (ωB97M-V/def2-TZVPD, OMol25).

Computed properties:
- E_tot: -1317.42429 hartree
- Lowest unoccupied orbital energy: 0.35 eV
- Structure (SMILES): COc1ccc(N2C(=O)C[C@@H](n3c(CCCCO)nc4ccccc43)C2=O)cc1
- HOMO-LUMO gap: 8.73 eV
- Energy above the lowest of the compared OMol25 structures with the same formula, charge and spin: 155.6 kJ/mol

CARTESIAN COORDINATES (ANGSTROEM)
C: 7.248 1.091 1.255
H: 6.983 0.396 2.058
O: 6.578 0.777 0.057
C: 5.221 0.808 0.041
C: 4.417 1.137 1.128
C: 3.040 1.140 0.997
C: 2.453 0.806 -0.213
C: 3.248 0.471 -1.303
C: 4.619 0.478 -1.176
H: 5.254 0.225 -2.009
H: 2.795 0.216 -2.247
N: 1.036 0.799 -0.338
C: 0.203 0.214 0.594
O: 0.549 -0.345 1.598
C: -1.241 0.420 0.124
N: -1.959 -0.822 0.113
C: -3.156 -1.120 0.725
N: -3.542 -2.341 0.516
C: -2.574 -2.921 -0.264
C: -2.484 -4.210 -0.775
C: -1.378 -4.519 -1.539
C: -0.379 -3.580 -1.794
C: -0.450 -2.293 -1.297
C: -1.558 -1.974 -0.529
H: 0.336 -1.581 -1.499
H: 0.472 -3.865 -2.395
H: -1.277 -5.512 -1.952
H: -3.258 -4.932 -0.573
C: -3.916 -0.116 1.512
H: -4.685 -0.643 2.076
H: -3.241 0.364 2.223
C: -4.562 0.930 0.592
H: -5.421 0.474 0.097
C: -5.019 2.188 1.328
H: -5.565 2.815 0.622
H: -5.691 1.928 2.148
C: -3.859 3.006 1.900
O: -2.873 3.207 0.900
H: -2.296 3.927 1.171
H: -4.248 3.969 2.254
H: -3.411 2.490 2.761
H: -3.859 1.232 -0.184
C: -1.110 1.090 -1.244
C: 0.368 1.355 -1.423
O: 0.896 1.944 -2.325
H: -1.664 2.027 -1.310
H: -1.454 0.437 -2.050
H: -1.730 1.096 0.834
H: 2.424 1.393 1.844
H: 4.847 1.396 2.082
H: 8.309 0.995 1.032
H: 7.039 2.117 1.575

[2]
# C22H23N3O4S

An isolated molecule of C22H23N3O4S (ωB97M-V/def2-TZVPD, OMol25).

Computed properties:
- E_tot: -1714.75756 hartree
- Lowest unoccupied orbital energy: -0.43 eV
- Structure (SMILES): CCCCNC(=O)CSc1nc2ccccc2c(=O)n1Cc1ccc2c(c1)OCO2
- HOMO-LUMO gap: 7.67 eV
- Energy above the lowest of the compared OMol25 structures with the same formula, charge and spin: 2295.5 kJ/mol

CARTESIAN COORDINATES (ANGSTROEM)
C: -3.670 -2.237 -0.176
H: -3.304 -2.834 -1.141
C: -3.212 -2.903 0.989
C: -1.892 -3.582 1.016
C: -0.823 -2.657 0.886
N: -0.625 -2.049 -0.231
C: 0.227 -2.675 -0.938
O: 0.923 -3.526 -0.958
C: 0.397 -1.862 -2.573
H: 1.473 -2.162 -2.893
H: -0.381 -2.068 -3.130
S: 0.118 0.006 -2.546
C: 1.454 0.113 -1.338
N: 2.210 -0.574 -0.801
C: 3.119 -0.421 -0.010
C: 3.863 -1.482 0.706
C: 4.929 -1.359 1.586
C: 5.034 0.037 2.124
C: 4.384 1.234 1.539
C: 3.268 0.938 0.756
C: 2.381 1.963 0.095
O: 2.346 3.212 0.730
N: 1.469 1.691 -0.714
C: 0.422 2.597 -1.018
C: -0.902 2.374 -0.944
C: -1.920 2.583 -1.470
C: -3.294 2.120 -1.037
C: -3.418 1.832 0.141
C: -2.427 1.256 1.047
C: -1.030 1.512 0.596
H: -0.211 1.380 1.087
O: -2.806 0.637 1.948
C: -4.155 0.776 2.068
O: -4.623 1.174 0.802
H: -4.644 -0.339 2.153
H: -4.495 1.567 2.921
H: -4.132 2.597 -1.797
H: -1.855 3.076 -2.140
H: 0.473 2.668 -2.267
H: 0.691 3.632 -0.668
H: 4.472 2.053 2.146
H: 5.694 0.344 3.026
H: 5.419 -2.044 1.923
H: 3.722 -2.577 0.203
H: -1.191 -1.096 -0.677
H: 0.238 -2.993 1.385
H: -1.040 -1.756 1.733
H: -1.699 -4.294 1.987
H: -1.759 -4.117 0.085
H: -4.193 -3.766 1.175
H: -3.483 -2.291 1.832
H: -4.765 -1.989 -0.348
H: -3.013 -1.222 -0.415

[3]
# C22H23N5O2S

An isolated molecule of C22H23N5O2S (ωB97M-V/def2-TZVPD, OMol25).

Computed properties:
- E_tot: -1674.53852 hartree
- Lowest unoccupied orbital energy: -1.52 eV
- HOMO-LUMO gap: 5.89 eV
- Energy above the lowest of the compared OMol25 structures with the same formula, charge and spin: 229.4 kJ/mol

CARTESIAN COORDINATES (ANGSTROEM)
C: -1.481 0.496 -0.732
C: -2.560 1.182 -0.025
N: -3.422 1.750 0.527
N: -2.058 -0.112 -2.009
C: -1.304 -0.113 -3.133
C: -1.785 -0.679 -4.295
C: -3.057 -1.253 -4.314
C: -3.831 -1.190 -3.162
C: -3.316 -0.610 -2.011
H: -0.717 1.195 -1.092
H: -0.340 0.394 -3.066
H: -1.162 -0.635 -5.183
H: -3.446 -1.712 -5.222
H: -4.856 -1.552 -3.124
H: -3.884 -0.520 -1.082
C: -0.025 3.760 5.134
N: 0.813 2.623 4.769
C: 2.203 2.840 5.154
C: 0.493 1.841 3.639
C: 0.689 2.344 2.339
C: 0.362 1.559 1.238
C: -0.219 0.306 1.406
C: -0.771 -0.477 0.189
C: 0.276 -1.229 -0.556
C: -0.126 -2.347 -1.350
O: -1.260 -2.858 -1.325
N: 0.848 -2.896 -2.228
C: 0.337 -3.934 -3.113
C: 2.003 -2.212 -2.605
S: 2.858 -2.480 -4.024
N: 2.398 -1.257 -1.688
C: 3.720 -0.664 -1.880
C: 1.687 -0.992 -0.477
O: 2.312 -0.544 0.497
C: -0.383 -0.216 2.689
C: -0.024 0.532 3.803
H: -1.060 3.605 4.808
H: -0.005 3.867 6.228
H: 0.355 4.702 4.699
H: 2.827 2.002 4.818
H: 2.595 3.784 4.729
H: 2.247 2.914 6.252
H: 1.129 3.332 2.197
H: 0.573 1.941 0.239
H: -1.473 -1.243 0.560
H: 1.199 -4.360 -3.625
H: -0.189 -4.678 -2.509
H: -0.351 -3.498 -3.850
H: 3.864 0.102 -1.120
H: 4.487 -1.446 -1.805
H: 3.756 -0.245 -2.892
H: -0.789 -1.228 2.779
H: -0.136 0.108 4.804

[4]
# C22H23N5O3S

An isolated molecule of C22H23N5O3S (ωB97M-V/def2-TZVPD, OMol25).

Computed properties:
- E_tot: -1749.86591 hartree
- Lowest unoccupied orbital energy: 0.40 eV
- Structure (SMILES): Cc1ccc(NS(=O)(=O)c2ccc(C(=O)N3CCN(c4ncccn4)CC3)cc2)cc1
- HOMO-LUMO gap: 8.85 eV
- Energy above the lowest of the compared OMol25 structures with the same formula, charge and spin: 214.6 kJ/mol

CARTESIAN COORDINATES (ANGSTROEM)
C: 2.440 2.283 -0.796
C: 1.422 2.510 0.280
C: 1.796 2.489 1.620
C: 0.885 2.746 2.625
C: -0.440 3.029 2.307
C: -0.830 3.034 0.972
C: 0.096 2.782 -0.026
H: -0.221 2.801 -1.058
H: -1.857 3.251 0.716
N: -1.353 3.299 3.330
S: -1.478 2.236 4.633
O: -0.289 2.302 5.422
O: -2.740 2.534 5.236
C: -1.541 0.682 3.750
C: -2.713 0.349 3.098
C: -2.720 -0.723 2.224
C: -1.548 -1.438 1.999
C: -0.390 -1.122 2.702
C: -0.384 -0.051 3.578
H: 0.499 0.229 4.128
H: 0.506 -1.706 2.550
C: -1.535 -2.575 1.015
O: -1.794 -3.717 1.339
N: -1.237 -2.217 -0.255
C: -0.793 -0.906 -0.671
H: -0.944 -0.175 0.123
H: -1.376 -0.604 -1.549
C: 0.691 -0.974 -1.056
N: 0.879 -1.986 -2.065
C: 1.149 -1.658 -3.345
N: 1.152 -2.647 -4.250
C: 1.469 -2.322 -5.487
C: 1.786 -1.024 -5.865
C: 1.741 -0.075 -4.854
N: 1.426 -0.372 -3.609
H: 1.962 0.969 -5.041
H: 2.044 -0.769 -6.878
H: 1.464 -3.138 -6.198
C: 0.412 -3.299 -1.690
H: 0.544 -3.967 -2.541
C: -1.063 -3.230 -1.276
H: -1.393 -4.184 -0.862
H: -1.680 -2.972 -2.143
H: 1.009 -3.656 -0.844
H: 1.029 -0.021 -1.456
H: 1.282 -1.236 -0.172
H: -3.623 -0.999 1.702
H: -3.600 0.934 3.286
H: -2.270 3.581 3.017
H: 1.180 2.746 3.661
H: 2.824 2.282 1.879
H: 3.082 1.439 -0.552
H: 3.075 3.163 -0.894
H: 1.967 2.099 -1.758

[5]
# C22H23N9O2S

A cluster of 2 separate species, C22H23N9O2S in total (ωB97M-V/def2-TZVPD, OMol25).

Computed properties:
- E_tot: -1893.63950 hartree
- Lowest unoccupied orbital energy: 0.01 eV
- Structure (SMILES): CNC(=O)[C@H](Cc1c[nH]c2ccccc12)NC(C)=O.Nc1nnc(-c2ccc3nn[nH]c3c2)s1
- HOMO-LUMO gap: 8.20 eV

CARTESIAN COORDINATES (ANGSTROEM)
O: 3.067 4.369 3.057
O: 5.121 1.375 -0.054
N: -6.093 -6.560 -5.330
N: -6.202 -7.613 -4.589
N: -2.660 -2.040 -2.152
N: -1.836 -1.520 -1.188
S: -2.024 -4.030 -0.648
C: 2.630 4.740 1.977
C: 4.730 2.493 0.256
C: -2.858 -3.332 -2.018
C: -1.425 -2.434 -0.358
C: -0.196 2.272 0.582
C: 0.968 1.607 0.765
C: 0.987 -1.051 3.585
C: -0.339 -0.856 4.014
C: -4.909 -4.352 -5.046
C: -4.110 -3.595 -4.176
C: 1.515 -0.287 2.526
C: -4.109 -5.423 -2.582
C: -1.147 0.104 3.380
C: -5.307 -5.633 -4.665
C: -3.698 -4.122 -2.933
C: 0.731 0.688 1.873
C: -4.914 -6.152 -3.457
C: -0.610 0.859 2.327
N: -0.577 -2.127 0.673
N: -5.497 -7.394 -3.449
N: -1.129 1.835 1.504
N: 5.618 3.492 0.132
N: 2.744 4.035 0.852
C: 1.939 6.077 1.858
C: 5.576 4.871 0.618
C: 2.250 1.810 0.013
C: 3.278 2.667 0.776
H: -0.361 3.033 -0.170
H: 1.610 -1.783 4.081
H: -0.732 -1.441 4.835
H: -5.227 -3.957 -6.005
H: -3.807 -2.594 -4.472
H: 2.536 -0.441 2.206
H: -3.821 -5.870 -1.636
H: -2.166 0.261 3.701
H: -0.527 -2.778 1.449
H: -0.461 -1.136 0.875
H: -5.417 -8.066 -2.690
H: -2.075 2.186 1.548
H: 6.495 3.183 -0.257
H: 2.360 4.429 0.010
H: 1.942 6.562 2.834
H: 2.471 6.697 1.140
H: 0.913 5.920 1.532
H: 5.337 4.884 1.684
H: 4.839 5.451 0.064
H: 6.555 5.334 0.484
H: 2.041 2.262 -0.957
H: 2.669 0.820 -0.170
H: 3.313 2.267 1.790

[6]
# C22H23O6PS2Se2Sr

A structure of composition C22H23O6PS2Se2Sr (ωB97M-V/def2-TZVPD, OMol25).

Computed properties:
- E_tot: -7275.14389 hartree
- Lowest unoccupied orbital energy: 4.33 eV
- Total charge: -2
- HOMO-LUMO gap: 6.78 eV
- Energy above the lowest of the compared OMol25 structures with the same formula, charge and spin: 168.4 kJ/mol

CARTESIAN COORDINATES (ANGSTROEM)
Sr: 1.374 2.120 -0.403
C: -2.248 3.064 1.864
C: -2.425 1.903 2.610
C: -1.469 1.528 3.544
C: -0.328 2.301 3.721
C: -0.147 3.457 2.974
C: -1.114 3.846 2.050
H: -2.992 3.355 1.131
H: -3.291 1.275 2.438
H: -1.589 0.606 4.100
H: 0.439 1.981 4.417
H: 0.751 4.051 3.097
H: -0.971 4.752 1.471
C: 0.639 3.286 -3.856
C: -0.096 2.276 -2.976
C: -1.429 1.943 -3.630
O: -0.389 2.809 -1.647
C: 0.696 0.915 -2.848
O: 1.104 0.384 -3.882
O: 0.787 0.447 -1.659
H: -0.006 4.152 -4.029
H: 0.875 2.804 -4.805
H: 1.572 3.632 -3.419
H: -2.002 2.864 -3.768
H: -1.998 1.264 -2.985
H: -1.251 1.461 -4.591
H: 0.285 3.533 -1.479
Se: 0.846 -0.158 1.507
P: -0.451 -1.539 0.423
Se: -2.343 -0.932 -0.360
C: 0.486 -2.643 -0.710
C: -0.192 -3.729 -1.255
C: 0.489 -4.682 -2.002
C: 1.857 -4.549 -2.211
C: 2.531 -3.453 -1.688
C: 1.848 -2.502 -0.939
C: -0.766 -2.822 1.747
C: -2.033 -3.065 2.261
C: -2.224 -4.007 3.274
C: -1.147 -4.725 3.774
C: 0.127 -4.492 3.259
C: 0.314 -3.547 2.262
H: -1.262 -3.816 -1.095
H: -0.048 -5.524 -2.425
H: 2.395 -5.299 -2.780
H: 3.592 -3.330 -1.873
H: 2.356 -1.645 -0.533
H: -2.871 -2.513 1.850
H: -3.220 -4.173 3.671
H: -1.293 -5.459 4.559
H: 0.978 -5.045 3.645
H: 1.310 -3.355 1.876
O: 3.540 5.375 -1.410
S: 2.798 4.269 -0.858
O: 2.958 3.007 -1.657
O: 1.318 4.566 -0.776
S: 3.330 3.777 1.020

[7]
# C22H24AsN7O6SSeW

A structure of composition C22H24AsN7O6SSeW (ωB97M-V/def2-TZVPD, OMol25).

Computed properties:
- E_tot: -6789.39508 hartree
- Lowest unoccupied orbital energy (alpha / beta): -6.69 / -9.95 eV
- 2S+1: 3
- Total charge: +2
- HOMO-LUMO gap (alpha / beta): 6.97 / 4.00 eV
- Energy above the lowest of the compared OMol25 structures with the same formula, charge and spin: 0.0 kJ/mol

CARTESIAN COORDINATES (ANGSTROEM)
W: -0.520 -1.965 -0.437
O: -0.984 -4.114 -0.001
As: 0.263 -3.727 1.418
O: -0.245 -4.602 2.687
O: -2.207 -1.772 -0.220
C: 1.654 -4.739 0.459
C: 2.028 -5.926 1.061
C: 2.902 -6.797 0.409
C: 3.418 -6.484 -0.834
C: 3.058 -5.293 -1.458
C: 2.182 -4.441 -0.810
S: 1.719 -2.977 -1.657
O: 2.590 -2.613 -2.708
O: 0.248 -3.080 -2.032
O: 1.620 -1.945 -0.526
H: -1.818 -4.421 0.392
H: 1.622 -6.177 2.033
H: 3.172 -7.730 0.885
H: 4.097 -7.163 -1.330
H: 3.460 -5.025 -2.426
C: -2.306 -1.986 3.041
N: -2.146 -0.538 3.229
C: -2.869 0.178 4.121
C: -2.474 1.488 4.025
N: -1.513 1.551 3.079
C: -0.822 2.786 2.675
C: -1.294 0.301 2.587
Se: -0.392 0.161 0.987
H: -3.195 -2.295 3.583
H: -1.444 -2.523 3.435
H: -2.447 -2.192 1.987
H: -3.597 -0.284 4.766
H: -2.798 2.357 4.573
H: -1.313 3.621 3.164
H: -0.886 2.915 1.597
H: 0.220 2.741 2.983
C: 1.680 0.818 -1.851
C: 0.260 0.620 -2.248
N: -0.529 -0.432 -1.985
C: -1.764 -0.171 -2.578
C: -1.704 1.023 -3.197
N: -0.429 1.506 -2.983
C: 0.002 2.844 -3.398
N: -0.494 3.815 -2.471
N: -1.815 4.140 -2.522
N: -2.090 4.947 -1.580
C: -0.936 5.194 -0.861
C: -0.722 6.026 0.243
C: 0.555 6.077 0.750
C: 1.606 5.333 0.171
C: 1.411 4.518 -0.923
C: 0.107 4.464 -1.427
H: 1.951 0.174 -1.022
H: 1.854 1.848 -1.550
H: 2.345 0.575 -2.683
H: -2.586 -0.860 -2.512
H: -2.442 1.585 -3.743
H: -0.414 3.033 -4.384
H: 1.085 2.892 -3.447
H: -1.530 6.615 0.655
H: 0.774 6.716 1.595
H: 2.600 5.421 0.590
H: 2.240 3.988 -1.374

[8]
# C22H24BF5NO19P

A cluster of 6 separate species, C22H24BF5NO19P in total (ωB97M-V/def2-TZVPD, OMol25).

Computed properties:
- E_tot: -3202.67732 hartree
- Lowest unoccupied orbital energy: -1.90 eV
- Structure (SMILES): N=[PH2]C1=C(CB(O)O)C(=O)C=CC1=O.O=C1OC[C@@H](F)O1.O=C1OC[C@@H](F)O1.O=C1OC[C@@H](F)O1.O=C1OC[C@@H](F)O1.O=C1OC[C@@H](F)O1
- HOMO-LUMO gap: 7.38 eV
- Energy above the lowest of the compared OMol25 structures with the same formula, charge and spin: 0.0 kJ/mol

CARTESIAN COORDINATES (ANGSTROEM)
N: -1.200 2.617 2.762
P: 0.249 2.852 3.358
C: 1.307 1.395 3.282
C: 2.078 1.146 2.215
C: 2.133 1.998 0.992
B: 0.763 1.935 0.160
O: 0.039 0.769 0.018
O: 0.276 3.083 -0.434
C: 2.935 -0.089 2.250
O: 4.011 -0.130 1.675
C: 2.400 -1.215 3.046
C: 1.603 -0.959 4.078
C: 1.311 0.450 4.427
O: 1.127 0.819 5.579
H: -1.328 1.649 2.500
H: 0.894 3.815 2.566
H: 0.257 3.279 4.691
H: 2.424 3.018 1.203
H: 2.911 1.591 0.348
H: -0.806 0.971 0.432
H: 0.028 3.700 0.262
H: 2.658 -2.224 2.786
H: 1.195 -1.754 4.674
C: -0.937 0.633 -3.470
C: -1.374 -0.806 -3.561
O: -1.732 -0.936 -4.929
C: -0.971 -0.036 -5.626
O: -0.833 -0.045 -6.799
O: -0.407 0.864 -4.783
F: -2.484 -1.045 -2.791
H: -1.782 1.302 -3.301
H: -0.193 0.805 -2.706
H: -0.613 -1.530 -3.318
C: 2.929 2.915 8.177
C: 4.368 3.203 7.813
O: 4.298 3.350 6.403
C: 3.045 3.782 6.101
O: 2.718 4.227 5.053
O: 2.220 3.631 7.159
F: 5.190 2.170 8.115
H: 2.701 1.851 8.099
H: 2.655 3.273 9.165
H: 4.772 4.118 8.249
C: -2.698 -6.143 -2.624
C: -3.080 -5.106 -1.593
O: -1.918 -4.291 -1.545
C: -1.315 -4.372 -2.758
O: -0.474 -3.628 -3.141
O: -1.809 -5.403 -3.471
F: -3.294 -5.651 -0.373
H: -2.160 -6.977 -2.171
H: -3.544 -6.524 -3.188
H: -3.938 -4.489 -1.864
C: 3.200 -1.592 -1.330
C: 2.245 -1.817 -2.468
O: 3.053 -1.569 -3.601
C: 4.341 -1.873 -3.253
O: 5.228 -2.024 -4.015
O: 4.451 -1.981 -1.901
F: 1.228 -0.907 -2.413
H: 3.238 -0.539 -1.047
H: 2.969 -2.191 -0.452
H: 1.827 -2.820 -2.533
C: -6.011 0.791 -4.981
C: -4.884 0.955 -3.988
O: -5.548 1.490 -2.857
C: -6.839 1.047 -2.894
O: -7.594 1.092 -1.988
O: -7.126 0.536 -4.119
F: -3.953 1.843 -4.426
H: -6.184 1.708 -5.545
H: -5.857 -0.034 -5.671
H: -4.388 0.025 -3.710